The following is a DFT calculation (wB97M-V/def2-TZVPD) of the ion C7H12N with charge +1 in a non-equilibrium geometry.

Output
HOMO-LUMO gap: 9.0 eV
SMILES: CC1=[N+](C)[C@@H](C)C=C1
relative energy (zero: lowest compared OMol25 entry of this formula, charge and spin): 45.6 kcal/mol
DFT total energy: -8935.02318 eV
maximum force: 6.9 eV/A
2S+1: 1
charge: +1
HOMO: -14.160 eV

Bonds (Å) are listed after each position.
CARTESIAN COORDINATES (ANGSTROEM)
1 C 1.21564 2.27116 0.50523  C2 1.477, H9 1.108, H10 1.088, H11 1.179
2 C 0.39771 1.04462 0.58931  C1 1.477, N3 1.558, C8 1.382
3 N -0.12902 0.11732 -0.54671  C2 1.558, C4 1.453, C5 1.460
4 C 0.23528 0.31017 -1.93995  N3 1.453, H12 1.079, H13 1.080, H14 1.106
5 C -0.97535 -0.88290 0.09776  N3 1.460, C6 1.567, C7 1.460, H15 1.043
6 C -0.58054 -2.36522 -0.22189  C5 1.567, H16 1.087, H17 1.111, H18 1.203
7 C -0.94099 -0.58017 1.52525  C5 1.460, C8 1.363, H19 1.050
8 C -0.10082 0.47041 1.74327  C2 1.382, C7 1.363, H20 1.056
9 H 2.27049 2.00355 0.71307  C1 1.108
10 H 0.93223 3.17934 1.03359  C1 1.088
11 H 1.19484 2.42069 -0.66437  C1 1.179
12 H -0.57905 -0.08433 -2.52716  C4 1.079
13 H 1.03105 -0.38608 -2.15818  C4 1.080
14 H 0.55249 1.36775 -1.99617  C4 1.106
15 H -1.96968 -0.63673 -0.09807  C5 1.043
16 H -1.27782 -3.10365 0.16438  C6 1.087
17 H 0.43606 -2.52582 0.19643  C6 1.111
18 H -0.49959 -2.31106 -1.42046  C6 1.203
19 H -1.36032 -1.14680 2.30345  C7 1.050
20 H 0.14740 0.83776 2.70123  C8 1.056

Mulliken population analysis, charges in e, atoms 1 to 5: number 1, C, carries -0.937; number 2, C, carries 0.572; number 3, N, carries 0.090; number 4, C, carries -0.886; number 5, C, carries 0.215